# 1
CH3Cl3NO2PS | ωB97M-V/def2-TZVPD

Computed properties:
Multiplicity: 1
Relative energy (zero: lowest compared OMol25 entry of this formula, charge and spin): 46.83 kcal per mole
HOMO-LUMO gap (spin up / spin down): 7.60 / 7.59 eV

Structure (XYZ):
```
12
CH3Cl3NO2PS, DFT ωB97M-V/def2-TZVPD
Cl -1.5473 0.4553 3.2217
H 2.3697 -0.6275 -0.2213
O -0.8176 1.3829 0.4816
Cl 1.6608 1.8211 -0.3278
H 1.1113 -1.7973 -0.5597
C 1.6323 -1.0332 -0.9597
P -1.5728 0.1699 1.1990
Cl -3.4280 0.5630 0.7869
S 0.2041 0.3769 -0.5853
H 1.7805 -0.8592 -2.0188
N -0.8776 -1.1524 0.7565
O -0.5152 0.7004 -1.7731
```


# 2
CH3Cl3Si | ωB97M-V/def2-TZVPD

Computed properties:
Multiplicity: 1
Relative energy (zero: lowest compared OMol25 entry of this formula, charge and spin): 7.81 kcal per mole
HOMO-LUMO gap: 11.87 eV

Structure (XYZ):
```
8
CH3Cl3Si, DFT ωB97M-V/def2-TZVPD
H 1.3782 0.9621 0.1993
Cl 1.2284 -2.0461 0.1413
Si -0.3341 -0.7453 0.0996
H -0.1353 1.6359 0.6032
H 0.4668 1.3805 -1.1313
Cl -1.5305 -0.7946 1.7381
C 0.3677 1.0528 -0.1034
Cl -1.4414 -1.4454 -1.5468
```


# 3
CH3ClFN | ωB97M-V/def2-TZVPD

Computed properties:
Multiplicity: 1
Relative energy (zero: lowest compared OMol25 entry of this formula, charge and spin): 10.71 kcal per mole
HOMO-LUMO gap: 10.91 eV

Structure (XYZ):
```
7
CH3ClFN, DFT ωB97M-V/def2-TZVPD
H 0.1105 0.4792 1.0472
H 1.4827 -0.6152 -0.4948
N 0.9565 0.1893 -0.8402
H -1.2751 0.6707 -0.1248
C -0.3525 0.0553 0.2246
Cl 0.2285 -0.4032 -2.3261
F -0.6026 -1.2541 0.3582
```


# 4
CH3ClFNS | ωB97M-V/def2-TZVPD

Computed properties:
Multiplicity: 1
Relative energy (zero: lowest compared OMol25 entry of this formula, charge and spin): 71.19 kcal per mole
HOMO-LUMO gap: 9.89 eV

Structure (XYZ):
```
8
CH3ClFNS, DFT ωB97M-V/def2-TZVPD
C 0.2653 -1.4225 0.2455
N 0.2450 0.9059 -0.9595
Cl 2.6998 -0.0807 0.4310
F -0.8548 -1.8741 -0.4507
H -0.1991 -0.7174 1.5471
S 1.1567 -0.3111 -1.0299
H 0.2083 1.5480 -1.6178
H 0.8522 -2.2359 0.7087
```